(1)
{"formula": "CH2N4O2", "method": "ωB97M-V/def2-TZVPD", "symbols": ["N", "N", "C", "O", "N", "N", "O", "H", "H"], "coordinates": [[-2.354, 0.352, -0.238], [-1.398, -0.731, 0.011], [-0.212, -0.338, 0.157], [0.867, -1.092, 0.042], [1.959, -0.246, -0.120], [1.525, 0.903, -0.109], [0.200, 0.978, 0.166], [-2.147, 1.063, 0.480], [-3.251, -0.070, 0.102]], "forces_ev_per_angstrom": [[-0.116, -1.160, 1.892], [-0.059, 0.571, -0.134], [-2.331, 0.636, -1.014], [1.008, -1.664, 0.587], [-1.142, 0.771, -0.257], [1.919, 0.921, 0.329], [0.026, -0.631, -0.243], [-0.289, 0.016, -0.522], [0.983, 0.540, -0.636]], "homo_lumo_gap_ev": 9.9, "de_lowest_kcal_mol": 81.3, "e_tot_ha": -408.655998, "smiles": "NN=c1onno1"}

(2)
{"formula": "C5H11ClIrMnNS", "method": "ωB97M-V/def2-TZVPD", "symbols": ["Ir", "Cl", "C", "C", "H", "H", "H", "H", "H", "H", "Mn", "C", "C", "H", "H", "H", "H", "H", "S", "C", "N"], "coordinates": [[1.181, -0.512, -0.756], [2.220, -1.170, -2.759], [0.862, -2.389, -0.174], [2.726, 0.716, -0.382], [1.844, -2.792, 0.144], [0.145, -2.447, 0.658], [0.517, -2.949, -1.061], [3.423, 0.123, 0.245], [2.398, 1.601, 0.191], [3.228, 0.982, -1.330], [-1.327, 0.380, 0.411], [-1.575, 2.309, 0.498], [0.469, 0.150, 1.172], [-0.842, 2.634, 1.247], [-1.374, 2.703, -0.509], [-2.628, 2.409, 0.803], [0.800, 1.147, 1.536], [0.603, -0.659, 1.920], [-5.496, -1.291, -1.046], [-4.116, -0.697, -0.579], [-3.059, -0.248, -0.230]], "forces_ev_per_angstrom": [[-0.758, 1.437, 1.315], [-0.325, 0.070, 0.016], [-0.378, -2.043, 0.442], [1.062, 1.523, 0.024], [-0.325, 0.064, -0.144], [0.062, -0.218, -0.276], [0.035, -0.090, 0.444], [-0.101, 0.069, -0.068], [0.465, -0.242, -0.295], [-0.132, -0.004, 0.484], [-1.796, -1.466, -1.166], [-0.333, 1.749, 0.017], [3.846, -1.315, -0.329], [-0.368, 0.551, -0.186], [-0.144, 0.342, 0.361], [0.309, 0.574, -0.047], [-0.321, -0.735, -0.069], [0.052, 0.490, -0.195], [-1.836, -0.747, -0.607], [4.119, 1.737, 1.307], [-3.133, -1.747, -1.027]], "homo_lumo_gap_ev": [1.1, 6.8], "de_lowest_kcal_mol": 0.0, "charge": -2, "e_tot_ha": -2365.338558, "spin_multiplicity": 10}

(3)
{"formula": "C25H29NO3", "method": "ωB97M-V/def2-TZVPD", "symbols": ["C", "O", "C", "C", "C", "C", "C", "N", "C", "C", "C", "C", "C", "C", "C", "O", "C", "C", "C", "C", "C", "C", "C", "C", "C", "O", "C", "C", "C", "H", "H", "H", "H", "H", "H", "H", "H", "H", "H", "H", "H", "H", "H", "H", "H", "H", "H", "H", "H", "H", "H", "H", "H", "H", "H", "H", "H", "H"], "coordinates": [[2.884, 0.967, 4.419], [2.919, -0.304, 3.813], [1.744, -0.840, 3.371], [1.808, -2.152, 2.900], [0.672, -2.793, 2.459], [-0.558, -2.141, 2.457], [-1.795, -2.851, 1.978], [-1.576, -3.511, 0.697], [-1.050, -2.666, -0.356], [-1.949, -1.505, -0.806], [-1.176, -0.558, -1.732], [-0.084, 0.138, -0.949], [1.235, -0.275, -1.036], [2.233, 0.332, -0.294], [1.921, 1.389, 0.550], [2.824, 2.075, 1.313], [4.174, 1.677, 1.265], [0.596, 1.813, 0.641], [-0.389, 1.191, -0.095], [-2.031, 0.480, -2.417], [-3.318, 0.803, -2.026], [-4.042, 1.791, -2.678], [-3.472, 2.471, -3.734], [-2.182, 2.170, -4.143], [-1.457, 1.183, -3.492], [-0.184, 0.818, -3.823], [0.471, 1.512, -4.853], [-0.609, -0.831, 2.901], [0.523, -0.181, 3.365], [2.577, 1.742, 3.711], [3.904, 1.163, 4.749], [2.216, 0.976, 5.286], [2.765, -2.652, 2.903], [0.724, -3.810, 2.102], [-2.634, -2.135, 1.960], [-2.056, -3.641, 2.694], [-2.442, -3.948, 0.395], [-0.839, -3.314, -1.212], [-0.102, -2.259, 0.004], [-2.279, -0.951, 0.074], [-2.827, -1.900, -1.324], [-0.700, -1.158, -2.516], [1.497, -1.087, -1.699], [3.246, -0.028, -0.385], [4.708, 2.365, 1.919], [4.301, 0.654, 1.632], [4.579, 1.758, 0.251], [0.363, 2.640, 1.295], [-1.410, 1.537, -0.015], [-3.773, 0.282, -1.199], [-5.045, 2.026, -2.355], [-4.025, 3.243, -4.249], [-1.755, 2.715, -4.970], [-0.037, 1.386, -5.815], [0.560, 2.579, -4.625], [1.467, 1.075, -4.913], [-1.550, -0.298, 2.899], [0.437, 0.837, 3.709]], "forces_ev_per_angstrom": [[-0.031, 0.214, 0.096], [-0.020, -0.266, -0.196], [-0.134, -0.077, -0.005], [0.107, 0.092, 0.079], [0.037, 0.109, 0.075], [-0.190, 0.110, 0.033], [-0.183, -0.054, 0.096], [-0.224, -0.251, -0.012], [-0.147, 0.166, -0.121], [0.319, -0.186, -0.090], [-0.165, -0.006, 0.117], [0.220, -0.137, -0.088], [-0.223, 0.100, 0.027], [0.329, 0.137, 0.190], [-0.155, 0.029, -0.071], [-0.321, 0.043, -0.031], [0.186, -0.082, -0.012], [0.210, 0.068, 0.037], [0.141, -0.020, -0.005], [0.191, -0.113, -0.210], [0.108, -0.048, -0.072], [-0.149, 0.149, -0.037], [-0.117, -0.018, 0.098], [0.322, -0.004, -0.155], [-0.137, -0.006, 0.021], [-0.370, -0.113, 0.251], [0.135, 0.130, -0.193], [-0.038, -0.294, -0.052], [0.349, 0.174, 0.199], [-0.002, -0.036, 0.035], [-0.073, 0.032, 0.007], [0.022, -0.009, -0.024], [0.118, -0.063, 0.011], [0.034, -0.132, -0.064], [0.124, -0.047, 0.065], [-0.071, 0.136, -0.034], [0.152, -0.031, 0.055], [0.094, 0.105, -0.027], [-0.023, -0.070, -0.161], [-0.130, 0.051, 0.042], [-0.082, 0.008, 0.056], [0.012, 0.021, 0.071], [0.009, -0.100, -0.087], [0.111, -0.006, 0.019], [0.014, -0.064, -0.049], [-0.005, 0.018, -0.019], [-0.013, -0.003, 0.033], [-0.025, 0.101, 0.092], [-0.120, 0.062, 0.010], [-0.015, -0.113, 0.099], [-0.083, 0.022, 0.024], [-0.041, 0.057, -0.043], [0.073, 0.021, -0.070], [0.012, 0.019, 0.052], [-0.021, -0.042, -0.012], [-0.050, 0.065, -0.040], [-0.114, 0.039, -0.042], [0.043, 0.114, 0.030]], "homo_lumo_gap_ev": 8.7, "de_lowest_kcal_mol": 0.0, "e_tot_ha": -1250.489404, "smiles": "COc1ccc(CNCC[C@H](c2ccc(OC)cc2)c2ccccc2OC)cc1"}

(4)
{"formula": "C4H26N2O9", "method": "ωB97M-V/def2-TZVPD", "symbols": ["N", "C", "C", "C", "C", "N", "O", "H", "H", "H", "H", "H", "H", "H", "H", "H", "H", "O", "H", "H", "O", "H", "H", "O", "H", "H", "O", "H", "H", "O", "H", "H", "O", "H", "H", "O", "H", "H", "O", "H", "H"], "coordinates": [[-0.865, 2.827, 0.297], [0.489, 2.857, -0.265], [0.720, 1.620, -1.135], [0.756, 0.274, -0.375], [2.105, -0.365, -0.495], [3.123, 0.136, 0.200], [2.281, -1.330, -1.267], [-1.107, 3.734, 0.669], [-0.929, 2.133, 1.030], [1.268, 2.946, 0.504], [0.571, 3.729, -0.924], [1.645, 1.774, -1.710], [-0.066, 1.569, -1.893], [-0.035, -0.381, -0.729], [0.490, 0.396, 0.677], [4.050, -0.247, 0.120], [2.951, 0.834, 0.916], [-3.030, 1.316, -0.413], [-2.387, 1.647, 0.244], [-2.506, 1.006, -1.186], [-1.777, -0.263, -2.358], [-0.879, -0.578, -2.658], [-2.314, -0.436, -3.136], [0.464, -3.263, -0.338], [1.144, -2.654, -0.714], [0.010, -3.687, -1.080], [-1.162, -2.392, 1.709], [-1.882, -2.024, 1.133], [-0.528, -2.772, 1.062], [-2.965, -1.419, -0.122], [-2.520, -1.229, -0.981], [-3.238, -0.505, 0.118], [-0.504, -0.714, 3.654], [-0.916, -1.160, 4.419], [-0.699, -1.376, 2.920], [0.638, -1.150, -3.321], [1.214, -1.305, -2.541], [1.099, -0.623, -3.985], [2.047, 0.302, 3.723], [1.141, -0.097, 3.715], [2.103, 0.867, 4.515]], "forces_ev_per_angstrom": [[0.677, 0.298, -0.105], [-0.191, -0.300, -0.331], [0.162, 0.261, -0.317], [-0.330, 0.527, 0.442], [-0.028, -0.976, -0.419], [-0.235, 0.791, 0.570], [0.175, 0.261, 0.249], [-0.119, -0.046, 0.245], [0.333, 0.234, 0.451], [0.049, -0.023, -0.044], [-0.074, -0.055, 0.227], [-0.039, -0.134, 0.241], [-0.053, 0.100, 0.179], [0.337, -0.272, -0.179], [0.278, 0.213, 0.207], [-0.094, -0.178, -0.072], [0.089, -0.319, -0.131], [-0.091, -0.424, 0.109], [-0.521, -0.007, -1.190], [-0.205, 0.449, 0.743], [0.685, -0.385, -0.632], [-0.333, 0.236, 0.097], [-0.305, 0.064, -0.058], [0.349, 0.189, -0.425], [-0.482, -0.567, 0.135], [0.218, 0.179, 0.166], [-0.112, 0.054, -0.477], [0.352, -0.234, 0.231], [-0.257, 0.173, 0.336], [0.087, 0.507, -0.382], [-0.264, -0.337, 0.658], [0.001, -0.413, -0.122], [-0.595, -0.912, 0.167], [0.395, 0.501, -0.372], [0.164, 0.467, 0.125], [-0.713, -0.003, -0.315], [0.500, 0.189, -0.248], [0.111, -0.180, 0.380], [-0.109, 0.302, 0.203], [0.386, 0.248, 0.229], [-0.200, -0.478, -0.568]], "homo_lumo_gap_ev": 10.2, "de_lowest_kcal_mol": 0.0, "e_tot_ha": -954.740933, "smiles": "NCCCC(N)=O.O.O.O.O.O.O.O.O"}

(5)
{"formula": "C10H13N2O5PmS", "method": "ωB97M-V/def2-TZVPD", "symbols": ["O", "C", "Pm", "O", "C", "C", "O", "C", "O", "C", "O", "H", "C", "N", "C", "C", "S", "N", "C", "C", "H", "H", "H", "H", "H", "H", "H", "H", "H", "H", "H", "H"], "coordinates": [[-0.234, 0.432, -5.948], [-0.319, 0.309, -4.794], [0.021, 0.466, -2.184], [2.903, 0.584, -4.316], [2.065, 0.523, -3.518], [-2.431, 0.175, -3.297], [-2.847, 0.375, -2.179], [-0.876, -1.659, -3.078], [-1.201, -2.635, -3.606], [-0.850, 2.363, -3.304], [-1.336, 3.196, -3.946], [-3.114, 0.063, -4.179], [2.853, -0.532, 1.343], [1.552, -0.535, 2.059], [1.225, -1.745, 2.841], [0.575, 0.287, 1.621], [0.900, 1.422, 0.329], [-0.655, 0.262, 2.196], [-0.783, 0.105, 3.644], [-1.781, 0.900, 1.512], [3.472, -1.246, 1.902], [3.293, 0.487, 1.377], [2.754, -0.889, 0.293], [1.243, -1.474, 3.915], [0.254, -2.178, 2.526], [2.048, -2.442, 2.636], [0.098, 0.467, 4.194], [-1.645, 0.691, 3.971], [-0.994, -0.933, 3.928], [-1.537, 1.948, 1.292], [-2.016, 0.373, 0.575], [-2.635, 0.839, 2.195]], "forces_ev_per_angstrom": [[-0.994, -0.591, 4.590], [1.746, 0.498, -4.848], [-2.149, -1.153, 1.790], [-3.696, -0.307, 3.560], [5.542, 0.458, -4.254], [0.045, 0.582, 0.885], [0.511, -0.175, -0.249], [-0.982, -4.375, -2.068], [0.930, 3.508, 1.847], [-2.960, 5.214, -3.743], [2.050, -3.358, 2.740], [0.157, -0.033, 0.292], [0.112, 0.077, 0.587], [-0.847, 0.719, -1.343], [0.424, 0.157, 0.299], [-0.263, -0.817, 0.533], [-0.097, -0.391, -0.672], [1.164, 0.288, -0.476], [-0.350, -0.360, 0.845], [-0.023, 0.201, 0.077], [0.103, 0.466, -0.353], [-0.182, -0.817, -0.128], [-0.016, 0.287, 0.663], [-0.167, -0.553, -0.594], [0.608, 0.305, 0.264], [-0.521, -0.001, 0.229], [-0.233, -0.107, -0.379], [0.223, 0.044, -0.046], [0.106, 0.264, -0.023], [-0.309, -0.222, 0.096], [-0.042, 0.149, 0.312], [0.109, 0.044, -0.432]], "homo_lumo_gap_ev": [5.9, 6.1], "de_lowest_kcal_mol": 0.0, "charge": 2, "e_tot_ha": -1880.430239, "spin_multiplicity": 5}

(6)
{"formula": "C13H35Cl4NO5", "method": "ωB97M-V/def2-TZVPD", "symbols": ["C", "O", "C", "C", "N", "C", "C", "O", "C", "H", "H", "H", "H", "H", "H", "H", "H", "H", "H", "H", "H", "H", "H", "H", "Cl", "C", "C", "Cl", "H", "H", "H", "H", "Cl", "C", "C", "Cl", "H", "H", "H", "H", "C", "O", "H", "H", "H", "H", "C", "O", "H", "H", "H", "H", "C", "O", "H", "H", "H", "H"], "coordinates": [[5.550, -6.621, -6.020], [4.435, -5.785, -5.813], [4.639, -4.908, -4.754], [3.404, -4.101, -4.409], [3.709, -3.124, -3.365], [2.543, -2.391, -2.903], [2.566, -1.741, -1.521], [1.249, -1.444, -1.165], [0.930, -1.413, 0.211], [5.431, -7.160, -6.958], [5.752, -7.195, -5.113], [6.447, -6.025, -6.255], [5.442, -4.177, -4.938], [4.937, -5.446, -3.841], [2.600, -4.706, -3.984], [3.027, -3.571, -5.295], [4.370, -2.459, -3.751], [1.651, -2.998, -3.057], [2.345, -1.490, -3.510], [3.222, -0.863, -1.514], [3.049, -2.422, -0.804], [1.689, -0.790, 0.694], [0.948, -2.392, 0.693], [-0.041, -0.958, 0.385], [-4.877, 3.378, -2.310], [-4.148, 4.404, -1.045], [-2.957, 3.655, -0.465], [-2.134, 4.717, 0.670], [-4.938, 4.527, -0.308], [-3.922, 5.385, -1.451], [-2.289, 3.436, -1.296], [-3.182, 2.745, 0.078], [1.992, 3.789, 2.617], [2.150, 2.021, 2.779], [0.790, 1.506, 3.191], [0.786, -0.147, 3.806], [2.876, 1.742, 3.538], [2.405, 1.624, 1.800], [0.069, 1.651, 2.383], [0.374, 2.161, 3.958], [-2.258, 3.046, 6.092], [-1.713, 3.288, 4.796], [-2.221, 1.971, 6.251], [-1.705, 3.529, 6.898], [-3.296, 3.385, 6.080], [-1.652, 4.229, 4.615], [-5.606, 1.675, 1.315], [-5.001, 2.900, 1.753], [-6.654, 1.749, 1.612], [-5.537, 1.542, 0.239], [-5.163, 0.811, 1.813], [-5.398, 3.237, 2.556], [-2.683, 0.679, 2.643], [-2.573, 1.746, 1.695], [-2.539, 1.095, 3.646], [-3.732, 0.353, 2.713], [-2.037, -0.124, 2.311], [-3.119, 2.475, 2.012]], "forces_ev_per_angstrom": [[0.617, 0.959, -0.452], [-0.273, -0.047, -0.468], [0.148, 0.499, 1.163], [-0.601, 0.511, 0.087], [0.624, 0.215, 0.451], [-0.669, 1.323, -0.870], [1.028, -1.457, 0.849], [-1.105, 0.053, -0.334], [1.147, 0.422, 0.098], [-0.528, -0.590, 0.436], [-0.001, -0.482, -0.276], [0.001, 0.186, 0.436], [0.134, -0.204, -0.327], [0.039, -0.099, -0.080], [0.079, -0.309, -0.380], [-0.109, -0.366, -0.198], [0.118, -0.062, 0.165], [0.023, -0.164, 0.551], [-0.021, -0.344, -0.623], [-0.209, 0.292, -0.125], [-0.282, -0.166, 0.077], [-0.110, 0.044, 0.421], [0.047, -0.216, -0.183], [-0.101, 0.034, -0.389], [-0.060, -0.042, -0.323], [-0.578, -0.453, 0.719], [-0.171, 0.405, -1.016], [0.408, 0.485, 0.440], [0.169, 0.030, 0.152], [0.328, -0.155, -0.186], [0.233, -0.071, 0.211], [-0.308, 0.058, -0.388], [0.281, 0.009, 0.018], [-0.453, -0.586, -0.032], [-0.930, 1.357, 0.033], [0.132, -0.290, -0.143], [0.243, 0.333, -0.148], [0.321, 0.031, 0.097], [0.090, -0.559, -0.162], [0.213, -0.277, 0.298], [-0.181, 0.237, -0.557], [0.318, -0.273, 0.038], [-0.060, -0.018, -0.017], [0.047, 0.107, -0.058], [-0.078, -0.106, 0.421], [-0.051, 0.026, 0.137], [-0.766, 0.279, 1.017], [0.539, 0.140, -0.579], [-0.140, -0.412, -0.321], [0.197, 0.377, -0.044], [-0.105, 0.137, -0.194], [-0.313, -0.225, 0.063], [-1.163, 1.281, 0.091], [0.510, -0.840, 0.267], [0.916, -0.468, 0.006], [0.336, -0.494, -0.313], [0.151, -0.057, 0.405], [-0.068, 0.003, 0.039]], "homo_lumo_gap_ev": 9.1, "de_lowest_kcal_mol": 0.0, "e_tot_ha": -2787.911679, "smiles": "COCCNCCOC.ClCCCl.ClCCCl.CO.CO.CO"}